[1]
{
  "formula": "C7H15N2P",
  "method": "ωB97M-V/def2-TZVPD",
  "elements": ["C", "C", "C", "C", "C", "C", "C", "N", "N", "P", "H", "H", "H", "H", "H", "H", "H", "H", "H", "H", "H", "H", "H", "H", "H"],
  "coordinates": [[2.247, -0.341, 0.141], [0.023, 0.714, -0.050], [3.078, 0.942, 0.274], [0.403, 1.920, -0.922], [-4.101, -0.082, 0.431], [0.642, -2.809, -0.023], [-2.607, 0.302, 0.404], [0.940, -0.416, -0.041], [0.196, -1.492, -0.141], [-1.530, -0.221, -0.750], [2.837, -1.231, -0.048], [-0.182, 1.010, 0.923], [2.990, 1.641, -0.636], [4.086, 0.699, 0.486], [2.817, 1.628, 1.122], [-0.565, 2.390, -1.199], [0.911, 1.808, -1.984], [1.188, 2.706, -0.494], [-4.479, -0.081, 1.577], [-4.790, 0.692, -0.031], [-4.122, -1.075, -0.061], [1.326, -3.217, 0.757], [-0.262, -3.418, -0.109], [1.234, -2.903, -0.926], [-2.281, 0.832, 1.302]],
  "gap_ev": 8.339,
  "max_force_ev_per_a": 3.4,
  "homo_energy_ev": -7.56,
  "e_tot_ev": -19766.16346,
  "e_above_lowest_kj_mol": 272.8,
  "lumo_energy_ev": 0.8
}

=====

[2]
{
  "formula": "C7H15N2S",
  "method": "ωB97M-V/def2-TZVPD",
  "elements": ["C", "C", "C", "C", "C", "C", "C", "N", "N", "S", "H", "H", "H", "H", "H", "H", "H", "H", "H", "H", "H", "H", "H", "H", "H"],
  "coordinates": [[-2.567, 0.911, -0.338], [-0.928, -0.904, -1.097], [-0.441, -1.875, -0.070], [-1.823, 0.009, -0.823], [1.260, -2.471, 1.652], [1.073, -1.681, 0.465], [0.109, 3.099, -0.876], [0.180, 1.911, -1.466], [0.080, 3.254, 0.466], [1.456, 0.070, 0.591], [-2.216, 1.682, 0.357], [-3.600, 0.805, -0.613], [-0.323, -0.933, -1.979], [-0.541, -2.910, -0.437], [0.719, -3.461, 1.788], [0.882, -1.860, 2.596], [2.286, -2.520, 1.756], [1.795, -2.107, -0.321], [-0.041, 3.982, -1.572], [-0.237, 1.822, -2.344], [0.515, 1.142, -0.974], [-0.965, -1.696, 0.813], [-0.031, 2.436, 1.017], [0.205, 4.218, 0.798], [2.672, -0.394, 0.944]],
  "gap_ev": 9.123,
  "max_force_ev_per_a": 5.7,
  "homo_energy_ev": -12.80,
  "e_tot_ev": -21308.56328,
  "e_above_lowest_kj_mol": 335.3,
  "lumo_energy_ev": -3.7,
  "total_charge": 1
}

=====

[3]
{
  "formula": "C7H15N2S",
  "method": "ωB97M-V/def2-TZVPD",
  "elements": ["C", "N", "C", "N", "C", "C", "C", "C", "C", "S", "H", "H", "H", "H", "H", "H", "H", "H", "H", "H", "H", "H", "H", "H", "H"],
  "coordinates": [[-0.101, -1.336, 1.819], [0.360, -0.751, 0.553], [-0.375, -0.390, -0.530], [-1.636, -0.070, -0.768], [-1.972, 0.435, -2.132], [-2.801, -0.274, 0.086], [1.783, -0.589, 0.449], [2.197, 0.861, 0.789], [2.917, 1.694, -0.230], [3.927, 1.103, 1.212], [0.747, -1.352, 2.485], [-0.829, -0.628, 2.219], [-0.459, -2.293, 1.544], [0.108, -0.252, -1.470], [-2.358, -0.566, -2.592], [-1.221, 0.861, -2.819], [-2.810, 1.174, -2.108], [-2.677, -0.973, 0.806], [-3.633, -0.423, -0.703], [-2.955, 0.657, 0.694], [2.164, -0.850, -0.492], [2.230, -1.446, 1.094], [1.514, 1.350, 1.417], [3.124, 1.343, -1.164], [2.755, 2.715, -0.160]],
  "gap_ev": 8.612,
  "smiles": "CN(C=[N+](C)C)C[C@@H]1CS1",
  "max_force_ev_per_a": 4.7,
  "homo_energy_ev": -11.95,
  "e_tot_ev": -21309.07065,
  "e_above_lowest_kj_mol": 286.4,
  "lumo_energy_ev": -3.3,
  "total_charge": 1
}

=====

[4]
{
  "formula": "C7H15N2S",
  "method": "ωB97M-V/def2-TZVPD",
  "elements": ["C", "N", "S", "C", "C", "N", "C", "C", "C", "C", "H", "H", "H", "H", "H", "H", "H", "H", "H", "H", "H", "H", "H", "H", "H"],
  "coordinates": [[1.686, -2.006, -1.560], [1.843, -0.666, -0.699], [3.293, -0.257, 0.048], [2.416, 1.241, 0.866], [1.075, 1.414, 0.182], [0.785, 0.218, -0.536], [-0.615, -0.234, -0.579], [-1.335, 0.438, -1.779], [-1.441, -0.005, 0.713], [-0.751, -0.745, 1.894], [2.592, -2.497, -1.518], [0.885, -1.953, -2.213], [2.976, 2.263, 0.725], [2.202, 1.036, 1.883], [0.422, 1.591, 0.976], [1.132, 2.311, -0.427], [-0.606, -1.422, -0.645], [-2.262, 0.015, -1.932], [-1.396, 1.564, -1.704], [-0.575, 0.295, -2.631], [-2.446, -0.403, 0.568], [-1.656, 1.039, 1.059], [-1.397, -0.561, 2.669], [-0.879, -1.800, 1.713], [0.274, -0.589, 1.976]],
  "gap_ev": [8.127, 8.418],
  "smiles": "C=[N+]1SCCN1[C@H](C)CC",
  "max_force_ev_per_a": 8.1,
  "homo_energy_ev": [-12.92, -13.51],
  "e_tot_ev": -21306.23598,
  "e_above_lowest_kj_mol": 559.9,
  "lumo_energy_ev": [-4.8, -5.1],
  "total_charge": 1
}

=====

[5]
{
  "formula": "C7H15N2Si",
  "method": "ωB97M-V/def2-TZVPD",
  "elements": ["C", "C", "C", "C", "C", "C", "C", "N", "N", "Si", "H", "H", "H", "H", "H", "H", "H", "H", "H", "H", "H", "H", "H", "H", "H"],
  "coordinates": [[-0.804, -1.514, 0.092], [-2.144, -1.139, 0.021], [-1.909, 1.195, -0.004], [-4.055, 0.286, -0.072], [1.813, 1.083, -1.528], [3.035, -1.445, -0.010], [1.813, 1.107, 1.614], [0.193, -0.758, 0.008], [-2.579, 0.118, -0.174], [1.735, 0.101, 0.023], [-0.706, -2.630, 0.553], [-2.918, -1.947, 0.005], [-1.781, 2.158, -0.477], [-4.307, 0.973, -0.953], [-4.408, -0.787, -0.230], [-4.159, 0.673, 0.848], [1.442, 2.119, -1.425], [2.968, 1.266, -1.745], [1.548, 0.554, -2.529], [2.655, -2.246, 0.677], [3.138, -1.868, -1.060], [3.952, -1.277, 0.573], [1.954, 2.070, 1.355], [0.835, 1.090, 2.263], [2.689, 0.817, 2.174]],
  "gap_ev": [6.536, 7.869],
  "max_force_ev_per_a": 5.7,
  "homo_energy_ev": [-12.51, -12.52],
  "e_tot_ev": -18347.94747,
  "e_above_lowest_kj_mol": 639.0,
  "lumo_energy_ev": [-6.0, -4.6],
  "total_charge": 1
}

=====

[6]
{
  "formula": "C7H15N3O3S",
  "method": "ωB97M-V/def2-TZVPD",
  "elements": ["C", "C", "C", "C", "C", "C", "C", "N", "N", "N", "O", "O", "O", "S", "H", "H", "H", "H", "H", "H", "H", "H", "H", "H", "H", "H", "H", "H", "H"],
  "coordinates": [[0.409, 2.101, 0.225], [0.707, 1.197, 3.131], [0.949, -1.110, 2.298], [0.107, 0.535, -2.705], [-1.656, -1.361, -2.294], [0.300, 0.265, 2.007], [-0.512, -0.503, -1.706], [-0.648, 2.397, -0.635], [0.513, 0.798, 0.713], [-1.217, 0.019, -0.543], [1.276, 2.904, 0.383], [-2.819, 1.577, -1.688], [-2.577, 1.619, 0.760], [-1.956, 1.434, -0.534], [1.797, 1.159, 3.286], [0.413, 2.206, 2.832], [0.062, 0.896, 3.996], [0.317, -1.555, 3.093], [1.975, -1.058, 2.414], [0.712, -1.834, 1.453], [-0.499, 1.137, -3.360], [0.811, 1.210, -2.252], [0.698, -0.065, -3.387], [-2.364, -0.713, -2.834], [-1.984, -1.789, -1.393], [-1.344, -2.151, -2.930], [-0.747, 0.235, 2.011], [0.280, -1.232, -1.237], [-0.603, 3.381, -1.009]],
  "gap_ev": [8.172, 8.808],
  "max_force_ev_per_a": 5.0,
  "homo_energy_ev": [-10.22, -10.21],
  "e_tot_ev": -28945.85388,
  "e_above_lowest_kj_mol": 193.1,
  "lumo_energy_ev": [-2.0, -1.4]
}

=====

[7]
{
  "formula": "C7H15N4OS2",
  "method": "ωB97M-V/def2-TZVPD",
  "elements": ["H", "N", "C", "C", "N", "C", "N", "C", "C", "O", "C", "C", "N", "S", "S", "H", "H", "H", "H", "H", "H", "H", "H", "H", "H", "H", "H", "H", "H"],
  "coordinates": [[-2.942, -4.883, -0.215], [-1.987, -4.602, -0.496], [-1.657, -3.373, -0.575], [-0.195, -2.923, -0.800], [-0.049, -1.551, -0.674], [0.044, -0.951, 0.648], [0.135, 0.486, 0.370], [1.513, 0.907, -0.135], [1.499, 2.371, -0.433], [0.953, 3.162, 0.550], [-0.383, 2.781, 0.850], [-0.362, 1.413, 1.497], [-1.390, -0.958, -1.305], [-1.400, -0.824, -3.036], [-2.687, -1.861, -0.594], [0.427, -3.323, 0.020], [0.011, -3.150, -1.910], [0.785, -1.484, 1.095], [-0.955, -1.192, 1.254], [-0.498, 0.650, -0.409], [1.956, 0.281, -0.899], [2.335, 0.812, 0.602], [2.474, 2.574, -0.721], [1.017, 2.538, -1.439], [-0.846, 2.878, -0.176], [-0.796, 3.485, 1.418], [0.357, 1.487, 2.205], [-1.465, 1.188, 1.762], [-1.771, -2.165, -3.215]],
  "gap_ev": 9.392,
  "smiles": "[H]/N=C1/CN(C[NH+]2CCOCC2)N(S)S1",
  "max_force_ev_per_a": 5.6,
  "homo_energy_ev": -12.36,
  "e_tot_ev": -37169.53489,
  "e_above_lowest_kj_mol": 114.1,
  "lumo_energy_ev": -3.0,
  "total_charge": 1
}

=====

[8]
{
  "formula": "C7H15NO",
  "method": "ωB97M-V/def2-TZVPD",
  "elements": ["C", "C", "C", "O", "C", "N", "C", "C", "C", "H", "H", "H", "H", "H", "H", "H", "H", "H", "H", "H", "H", "H", "H", "H"],
  "coordinates": [[-0.137, 2.584, 0.207], [-0.921, 1.514, -0.560], [-0.584, 0.077, 0.163], [-0.677, 0.157, 1.625], [0.861, -0.230, -0.284], [1.872, -0.412, 0.459], [3.231, -0.586, -0.062], [-1.640, -0.908, -0.329], [-1.336, -2.306, 0.170], [-0.302, 2.627, 1.361], [0.881, 2.411, 0.159], [-0.341, 3.501, -0.342], [-0.920, 1.586, -1.705], [-1.877, 1.761, -0.289], [-1.604, -0.024, 1.782], [1.011, -0.099, -1.338], [4.056, -0.152, 0.412], [3.076, -0.193, -1.086], [3.364, -1.723, -0.104], [-2.592, -0.691, -0.029], [-1.565, -0.947, -1.356], [-0.337, -2.778, -0.285], [-2.264, -2.927, 0.169], [-1.255, -2.240, 1.261]],
  "gap_ev": 9.944,
  "smiles": "CCC(O)(/C=N/C)CC",
  "max_force_ev_per_a": 4.8,
  "homo_energy_ev": -9.04,
  "e_tot_ev": -11037.32139,
  "e_above_lowest_kj_mol": 323.5,
  "lumo_energy_ev": 0.9
}

=====

[9]
{
  "formula": "C7H15NO2",
  "method": "ωB97M-V/def2-TZVPD",
  "elements": ["C", "C", "C", "C", "C", "C", "N", "C", "O", "H", "H", "H", "H", "H", "H", "H", "H", "H", "H", "H", "H", "H", "O", "H", "H"],
  "coordinates": [[0.680, -2.574, -0.196], [0.429, -1.072, -0.197], [-0.938, -0.725, 0.394], [-1.311, 0.737, 0.322], [-1.773, 1.321, -0.984], [-2.748, 1.139, 0.149], [1.506, -0.350, 0.523], [2.146, 1.167, -0.311], [2.860, 0.812, -1.277], [0.673, -2.971, 0.830], [-0.104, -3.087, -0.768], [1.649, -2.810, -0.657], [0.469, -0.707, -1.234], [-1.689, -1.312, -0.156], [-0.975, -1.075, 1.440], [-0.718, 1.401, 0.955], [-1.460, 2.334, -1.240], [-1.849, 0.641, -1.836], [-3.490, 0.343, 0.061], [-3.098, 2.030, 0.672], [1.237, -0.145, 1.486], [1.169, 1.656, -0.514], [2.805, 1.834, 0.722], [2.357, -0.911, 0.559], [2.171, 2.324, 1.257]],
  "gap_ev": 9.300,
  "max_force_ev_per_a": 3.2,
  "homo_energy_ev": -8.73,
  "e_tot_ev": -13085.90493,
  "e_above_lowest_kj_mol": 229.3,
  "lumo_energy_ev": 0.6
}

=====

[10]
{
  "formula": "C7H15NO2",
  "method": "ωB97M-V/def2-TZVPD",
  "elements": ["C", "C", "C", "C", "C", "O", "H", "H", "H", "H", "H", "H", "H", "H", "H", "H", "C", "N", "C", "O", "H", "H", "H", "H", "H"],
  "coordinates": [[-0.949, -1.067, 0.267], [-0.079, 0.329, -2.217], [-2.037, -0.206, 0.591], [-1.187, -2.233, -0.658], [0.501, -0.145, -0.895], [1.521, -0.792, -0.833], [-0.215, -1.230, 1.050], [0.666, 0.937, -2.735], [-0.976, 0.925, -2.065], [-0.287, -0.536, -2.846], [-2.922, -0.287, -0.036], [-2.252, -0.090, 1.652], [-1.562, 0.954, 0.426], [-0.258, -2.680, -1.006], [-1.790, -1.943, -1.521], [-1.754, -2.993, -0.109], [2.473, 0.884, 1.675], [1.033, 1.037, 1.541], [0.482, 1.432, 0.326], [-0.686, 1.970, 0.316], [0.532, 1.406, 2.336], [1.203, 1.837, -0.399], [2.702, 0.492, 2.666], [3.011, 1.831, 1.539], [2.829, 0.168, 0.935]],
  "gap_ev": 7.419,
  "max_force_ev_per_a": 1.8,
  "homo_energy_ev": -7.81,
  "e_tot_ev": -13083.68592,
  "e_above_lowest_kj_mol": 443.4,
  "lumo_energy_ev": -0.4
}

=====

[11]
{
  "formula": "C7H15NO2Se",
  "method": "ωB97M-V/def2-TZVPD",
  "elements": ["C", "C", "C", "C", "C", "C", "C", "N", "O", "O", "Se", "H", "H", "H", "H", "H", "H", "H", "H", "H", "H", "H", "H", "H", "H", "H"],
  "coordinates": [[0.286, 0.862, -0.154], [-2.486, 0.433, -1.099], [-1.085, -1.758, -0.722], [-2.721, -0.825, 1.113], [2.213, 2.255, 0.249], [3.801, 0.720, -0.168], [-1.738, -0.445, -0.025], [1.123, 1.589, 0.788], [0.357, 0.817, -1.368], [-0.611, 0.298, 0.612], [2.913, -0.917, 0.207], [-2.903, -0.263, -1.901], [-3.363, 0.893, -0.672], [-1.723, 1.073, -1.461], [-1.820, -2.604, -0.437], [-0.181, -1.940, -0.157], [-1.106, -1.600, -1.847], [-2.173, -1.438, 1.937], [-3.148, 0.149, 1.382], [-3.378, -1.534, 0.684], [2.102, 2.622, -0.712], [2.739, 3.009, 0.938], [4.100, 0.524, -1.174], [4.518, 1.106, 0.634], [0.860, 1.651, 1.717], [2.965, -0.764, 1.536]],
  "gap_ev": 8.206,
  "max_force_ev_per_a": 4.8,
  "homo_energy_ev": -7.54,
  "e_tot_ev": -78430.36838,
  "e_above_lowest_kj_mol": 0.0,
  "lumo_energy_ev": 0.7
}

=====

[12]
{
  "formula": "C7H15NO3",
  "method": "ωB97M-V/def2-TZVPD",
  "elements": ["C", "C", "N", "C", "O", "O", "H", "H", "H", "H", "H", "H", "H", "C", "C", "C", "C", "O", "H", "H", "H", "H", "H", "H", "H", "H"],
  "coordinates": [[-1.841, 0.871, -1.530], [-1.689, 0.274, -0.239], [-1.933, 1.088, 0.918], [-1.626, -1.057, -0.302], [-1.539, -1.730, 1.019], [-1.381, -1.886, -1.330], [-2.895, 1.037, -1.761], [-1.357, 0.134, -2.328], [-1.393, 1.860, -1.739], [-1.788, 0.594, 1.788], [-1.402, 1.904, 0.880], [-1.814, -2.696, 0.939], [-0.472, -1.572, -1.708], [2.722, -0.801, 1.318], [1.229, -0.701, 0.927], [1.040, 0.080, -0.339], [1.175, 1.566, -0.304], [0.885, -0.419, -1.457], [3.056, 0.189, 1.697], [3.242, -0.970, 0.416], [2.873, -1.714, 1.960], [0.783, -1.717, 0.724], [0.610, -0.298, 1.633], [0.900, 2.183, 0.572], [0.446, 1.914, -1.086], [2.167, 1.865, -0.666]],
  "gap_ev": 8.416,
  "smiles": "CC(N)=C(O)O.CCC(C)=O",
  "max_force_ev_per_a": 4.5,
  "homo_energy_ev": -7.73,
  "e_tot_ev": -15132.99367,
  "e_above_lowest_kj_mol": 179.6,
  "lumo_energy_ev": 0.7
}

=====

What is the formula in the third record?
C7H15N2S

=====

Please write out number 11 again, unchanged.
{
  "formula": "C7H15NO2Se",
  "method": "ωB97M-V/def2-TZVPD",
  "elements": ["C", "C", "C", "C", "C", "C", "C", "N", "O", "O", "Se", "H", "H", "H", "H", "H", "H", "H", "H", "H", "H", "H", "H", "H", "H", "H"],
  "coordinates": [[0.286, 0.862, -0.154], [-2.486, 0.433, -1.099], [-1.085, -1.758, -0.722], [-2.721, -0.825, 1.113], [2.213, 2.255, 0.249], [3.801, 0.720, -0.168], [-1.738, -0.445, -0.025], [1.123, 1.589, 0.788], [0.357, 0.817, -1.368], [-0.611, 0.298, 0.612], [2.913, -0.917, 0.207], [-2.903, -0.263, -1.901], [-3.363, 0.893, -0.672], [-1.723, 1.073, -1.461], [-1.820, -2.604, -0.437], [-0.181, -1.940, -0.157], [-1.106, -1.600, -1.847], [-2.173, -1.438, 1.937], [-3.148, 0.149, 1.382], [-3.378, -1.534, 0.684], [2.102, 2.622, -0.712], [2.739, 3.009, 0.938], [4.100, 0.524, -1.174], [4.518, 1.106, 0.634], [0.860, 1.651, 1.717], [2.965, -0.764, 1.536]],
  "gap_ev": 8.206,
  "max_force_ev_per_a": 4.8,
  "homo_energy_ev": -7.54,
  "e_tot_ev": -78430.36838,
  "e_above_lowest_kj_mol": 0.0,
  "lumo_energy_ev": 0.7
}